Record 1
This record from OMol25 describes a cluster of 2 separate species, C36H37N2O2 in total in a non-equilibrium geometry. The level of theory is the ωB97M-V functional and the def2-TZVPD basis.

```
77
Properties=species:S:1:pos:R:3
C -3.838 5.203 0.115
O -3.819 4.148 1.099
C -2.613 3.603 1.401
C -2.620 2.435 2.203
C -1.551 1.584 2.127
C -0.481 1.855 1.224
C 0.372 0.793 0.807
C 1.543 0.970 0.037
N 2.680 0.379 0.501
C 2.758 -0.047 1.891
C 4.206 -0.508 2.067
C 4.708 -0.848 0.655
C 3.667 -0.293 -0.334
C 1.557 1.745 -1.213
C 0.361 2.020 -1.909
C 0.394 2.538 -3.204
C 1.616 2.913 -3.774
C 2.791 2.813 -3.019
C 2.760 2.254 -1.742
C -0.322 3.200 0.804
C -1.390 4.069 0.857
H -4.891 5.460 0.015
H -3.266 6.071 0.468
H -3.434 4.854 -0.845
H -3.513 2.206 2.780
H -1.526 0.674 2.726
H 0.302 -0.111 1.413
H 2.479 0.767 2.577
H 2.082 -0.897 2.089
H 4.795 0.316 2.488
H 4.264 -1.360 2.749
H 5.683 -0.391 0.458
H 4.801 -1.930 0.516
H 3.200 -1.107 -0.924
H 4.125 0.382 -1.063
H -0.594 1.839 -1.412
H -0.541 2.653 -3.755
H 1.644 3.307 -4.794
H 3.737 3.180 -3.419
H 3.671 2.228 -1.140
H 0.639 3.535 0.411
H -1.320 5.070 0.427
C -5.387 -1.546 4.194
O -5.422 -0.920 2.894
C -4.362 -1.082 2.061
C -3.180 -1.771 2.419
C -2.079 -1.700 1.582
C -2.137 -1.043 0.338
C -0.976 -0.936 -0.509
C -0.077 -1.989 -0.721
C 0.852 -2.021 -1.848
C 0.946 -1.254 -2.996
C 1.840 -1.655 -3.998
C 2.630 -2.808 -3.840
C 2.518 -3.612 -2.693
C 1.616 -3.200 -1.721
N 1.147 -3.894 -0.600
C 1.584 -5.214 -0.182
C 0.136 -3.194 -0.016
C -3.354 -0.405 -0.026
C -4.446 -0.437 0.802
H -6.379 -1.353 4.600
H -5.209 -2.629 4.115
H -4.617 -1.084 4.829
H -3.121 -2.330 3.356
H -1.144 -2.145 1.914
H -0.990 -0.173 -1.287
H 0.308 -0.382 -3.104
H 1.911 -1.068 -4.917
H 3.319 -3.095 -4.638
H 3.085 -4.532 -2.555
H 2.507 -5.469 -0.707
H 1.764 -5.219 0.900
H 0.822 -5.977 -0.395
H -0.416 -3.606 0.821
H -3.418 0.122 -0.980
H -5.386 0.050 0.548
```

Summary:
* charge: +1
* energy relative to the best compared isomer or geometry (same formula, charge and spin): 15.3 kcal per mole
* DFT total energy: -44999.5452 eV
* HOMO-LUMO gap: 4.8 eV


Record 2
This record from OMol25 describes a cluster of 7 separate species, C25H46O13S2 in total in a non-equilibrium geometry. The level of theory is the ωB97M-V functional and the def2-TZVPD basis.

```
86
Properties=species:S:1:pos:R:3
C -8.766 1.748 -1.999
C -8.268 2.887 -1.168
C -7.999 4.181 -1.982
O -8.793 5.154 -1.281
C -9.373 4.617 -0.189
O -9.996 5.233 0.608
O -9.182 3.274 -0.149
H -7.954 1.294 -2.563
H -9.551 2.047 -2.700
H -9.196 0.960 -1.377
H -7.336 2.553 -0.701
H -8.397 4.014 -2.979
H -6.967 4.504 -1.921
C -6.700 6.295 -4.832
C -5.523 5.395 -5.163
C -4.169 5.986 -5.452
O -3.284 4.953 -4.978
C -3.900 4.382 -3.908
O -3.369 3.803 -3.020
O -5.208 4.741 -3.902
H -7.381 5.740 -4.195
H -7.277 6.598 -5.708
H -6.381 7.208 -4.327
H -5.858 4.638 -5.875
H -3.960 6.872 -4.846
H -3.970 6.224 -6.493
C -6.950 -0.620 -4.641
C -6.395 0.747 -4.931
O -7.124 1.690 -5.129
C -4.892 0.818 -4.908
H -6.281 -1.263 -4.069
H -7.168 -1.166 -5.569
H -7.933 -0.609 -4.166
H -4.438 0.103 -5.594
H -4.624 0.420 -3.921
H -4.513 1.833 -4.951
C -2.285 1.068 0.689
C -2.921 1.148 -0.695
O -4.026 1.608 -0.844
C -2.232 0.374 -1.801
H -3.029 1.336 1.434
H -1.457 1.777 0.744
H -1.934 0.050 0.842
H -1.665 -0.458 -1.385
H -1.540 1.003 -2.366
H -2.971 -0.007 -2.499
C -8.957 -3.892 -6.532
C -9.817 -2.727 -6.165
O -9.950 -1.755 -6.870
C -10.447 -2.799 -4.791
H -8.032 -3.837 -5.949
H -8.654 -3.905 -7.579
H -9.436 -4.862 -6.388
H -10.234 -3.736 -4.284
H -11.527 -2.692 -4.916
H -10.129 -1.945 -4.194
C -5.329 -1.450 -8.648
C -6.770 -1.971 -8.760
C -6.648 -3.331 -9.413
S -5.291 -4.094 -8.539
O -4.679 -5.091 -9.375
O -5.669 -4.447 -7.195
C -4.313 -2.587 -8.515
H -5.224 -0.736 -7.828
H -5.060 -0.872 -9.532
H -7.283 -1.274 -9.420
H -7.283 -2.068 -7.808
H -6.269 -3.247 -10.437
H -7.478 -4.031 -9.489
H -3.713 -2.661 -9.417
H -3.727 -2.666 -7.604
C -2.826 -5.152 -1.305
C -2.622 -5.958 -2.596
C -2.920 -4.978 -3.717
S -4.314 -3.964 -3.162
O -5.519 -4.516 -3.726
O -4.049 -2.548 -3.253
C -4.166 -4.435 -1.434
H -1.960 -4.489 -1.237
H -2.844 -5.760 -0.401
H -3.307 -6.808 -2.641
H -1.601 -6.315 -2.715
H -3.090 -5.275 -4.748
H -2.139 -4.205 -3.735
H -5.004 -5.116 -1.282
H -4.241 -3.600 -0.743
```

Summary:
* DFT total energy: -74958.2168 eV
* HOMO-LUMO gap: 9.7 eV


Record 3
This record from OMol25 describes a cluster of 2 separate species, C2H8NO3 in total in a non-equilibrium geometry. The level of theory is the ωB97M-V functional and the def2-TZVPD basis.

```
14
Properties=species:S:1:pos:R:3
O 0.424 -0.895 1.002
C -0.218 -0.160 0.343
O -0.729 -0.235 -0.873
C -0.670 1.150 0.900
N 0.204 1.716 1.953
H -0.244 -1.016 -1.302
H -1.645 0.973 1.368
H -0.880 2.058 0.303
H 1.159 1.376 1.831
H -0.308 1.399 2.845
H 0.276 2.729 1.903
H 0.771 -2.449 -3.318
H 1.482 -1.088 -3.223
O 0.716 -1.613 -2.821
```

Summary:
* charge: +1
* energy relative to the best compared isomer or geometry (same formula, charge and spin): 24.0 kcal per mole
* DFT total energy: -9829.4310 eV
* HOMO-LUMO gap: 11.3 eV


Record 4
This record from OMol25 describes an isolated molecule of C2H4BrN in a non-equilibrium geometry. The level of theory is the ωB97M-V functional and the def2-TZVPD basis.

```
8
Properties=species:S:1:pos:R:3
C 0.858 0.089 -1.088
C -0.777 -0.031 0.721
N -0.318 0.356 -0.710
Br 0.533 -0.977 1.721
H 0.983 0.459 -2.043
H 1.546 -0.388 -0.473
H -0.959 0.943 1.274
H -1.866 -0.451 0.596
```

Summary:
* energy relative to the best compared isomer or geometry (same formula, charge and spin): 23.8 kcal per mole
* DFT total energy: -73669.9589 eV
* HOMO-LUMO gap: 10.9 eV


Record 5
This record from OMol25 describes a structure of composition C17H28F9IN5O4P2Pt. The level of theory is the ωB97M-V functional and the def2-TZVPD basis.

```
67
Properties=species:S:1:pos:R:3
Pt 1.114 -1.028 0.271
C 0.460 4.321 -0.073
N 0.906 3.081 0.569
C 2.224 3.204 1.216
P -0.114 1.951 1.165
O 0.599 0.682 1.510
O -1.218 1.806 0.004
P -1.503 0.600 -1.069
O -1.086 -0.685 -0.432
N -3.096 0.711 -1.330
C -3.999 0.519 -0.193
C -3.733 1.109 -2.587
N -0.747 0.974 -2.465
C 0.433 0.186 -2.879
C -0.713 2.371 -2.908
N -0.918 2.453 2.488
C -1.714 3.684 2.436
C -1.443 1.452 3.428
H 1.168 4.591 -0.858
H 0.423 5.150 0.640
H -0.520 4.194 -0.524
H 2.965 3.458 0.457
H 2.510 2.260 1.674
H 2.224 3.986 1.981
H -3.455 0.126 0.665
H -4.775 -0.200 -0.459
H -4.479 1.458 0.095
H -3.040 1.011 -3.416
H -4.102 2.138 -2.542
H -4.582 0.451 -2.778
H 0.263 -0.881 -2.782
H 1.328 0.456 -2.315
H 0.642 0.408 -3.925
H -1.574 2.923 -2.530
H -0.743 2.399 -3.996
H 0.200 2.866 -2.570
H -1.275 4.411 1.757
H -1.747 4.131 3.429
H -2.739 3.479 2.112
H -0.848 0.544 3.387
H -2.487 1.209 3.202
H -1.394 1.856 4.439
F 3.157 -4.098 -3.698
C 2.229 -3.301 -3.162
F 2.150 -2.182 -3.906
F 1.052 -3.916 -3.239
C 2.557 -2.916 -1.685
O 1.412 -2.399 -1.176
C 2.980 -4.206 -0.902
F 2.202 -5.239 -1.228
F 2.838 -4.004 0.421
F 4.251 -4.557 -1.131
C 3.756 -1.901 -1.694
F 4.370 -1.869 -0.496
F 3.296 -0.654 -1.925
F 4.673 -2.174 -2.617
I 2.907 -1.548 2.554
C 1.112 -2.592 2.780
C 0.860 -3.482 3.800
C -0.374 -4.119 3.787
C -1.286 -3.846 2.779
C -0.944 -2.940 1.794
N 0.244 -2.325 1.811
H 1.599 -3.682 4.562
H -0.615 -4.834 4.563
H -2.248 -4.340 2.746
H -1.595 -2.688 0.966
```

Summary:
* charge: +1
* multiplicity: 3
* DFT total energy: -88105.1421 eV
* HOMO-LUMO gap (alpha / beta): 8.6 / 8.2 eV


Record 6
This record from OMol25 describes a cluster of 11 separate species, C35H97N5O11 in total in a non-equilibrium geometry. The level of theory is the ωB97M-V functional and the def2-TZVPD basis.

```
148
Properties=species:S:1:pos:R:3
C 0.975 -0.131 -4.872
C 1.828 -0.927 -3.890
O 1.089 -1.963 -3.200
H 1.578 0.699 -5.239
H 0.118 0.350 -4.400
H 0.574 -0.730 -5.690
H 2.214 -0.236 -3.141
H 2.739 -1.383 -4.278
H 0.675 -2.530 -3.855
C -2.459 -1.292 -3.690
C -3.015 -2.052 -2.545
O -4.370 -1.661 -2.385
H -3.172 -1.159 -4.504
H -1.551 -1.702 -4.130
H -2.196 -0.291 -3.347
H -2.491 -1.718 -1.649
H -2.942 -3.121 -2.743
H -4.746 -2.206 -1.690
C 0.492 -0.362 -0.353
C 1.007 1.120 -0.629
O 1.914 1.458 0.387
H 0.207 -0.463 0.694
H 1.258 -1.114 -0.542
H -0.368 -0.653 -0.955
H 0.166 1.811 -0.688
H 1.538 1.290 -1.566
H 1.382 1.643 1.164
C -4.916 1.449 0.549
C -5.201 1.720 -0.898
C -3.899 1.642 -1.726
O -3.055 2.812 -1.400
C -2.063 3.104 -2.379
N -6.227 0.723 -1.301
H -4.599 0.422 0.733
H -5.756 1.663 1.209
H -4.149 2.120 0.934
H -5.670 2.698 -1.006
H -4.175 1.556 -2.777
H -3.375 0.706 -1.533
H -2.565 3.559 -3.233
H -1.350 2.297 -2.549
H -1.477 3.910 -1.938
H -5.906 -0.179 -0.980
H -6.106 0.644 -2.301
C -1.516 1.632 2.483
C -0.539 1.522 3.634
C -0.171 0.134 4.159
O -1.326 -0.373 4.830
C -1.041 -1.288 5.919
N 0.673 2.215 3.183
H -1.513 2.630 2.045
H -2.520 1.579 2.903
H -1.349 0.840 1.752
H -0.943 2.045 4.501
H 0.781 0.166 4.689
H -0.096 -0.500 3.275
H -0.455 -0.858 6.732
H -0.404 -2.103 5.575
H -2.000 -1.662 6.278
H 1.204 2.250 4.042
H 0.480 3.169 2.915
C -0.961 -7.346 1.315
C -1.582 -7.462 -0.116
C -0.958 -6.476 -1.131
O -1.008 -5.199 -0.542
C -0.382 -4.230 -1.413
N -1.398 -8.779 -0.674
H -1.109 -6.313 1.629
H 0.117 -7.464 1.424
H -1.438 -8.018 2.028
H -2.645 -7.299 0.066
H -1.472 -6.466 -2.092
H 0.074 -6.775 -1.314
H -0.455 -3.268 -0.905
H -0.758 -4.121 -2.430
H 0.668 -4.510 -1.486
H -1.788 -8.726 -1.604
H -0.404 -8.958 -0.704
C -4.864 -5.092 -0.669
C -5.036 -3.947 0.385
C -3.632 -3.434 0.857
O -3.729 -2.228 1.646
C -2.419 -1.876 2.133
N -5.705 -2.814 -0.228
H -5.789 -5.616 -0.908
H -4.125 -5.829 -0.355
H -4.447 -4.764 -1.622
H -5.580 -4.267 1.275
H -3.121 -3.191 -0.075
H -3.108 -4.218 1.403
H -2.525 -1.096 2.886
H -1.867 -1.472 1.285
H -1.817 -2.694 2.529
H -5.752 -2.163 0.542
H -6.673 -3.036 -0.410
C 3.187 -1.171 3.316
C 4.509 -1.540 2.665
C 4.393 -1.763 1.121
O 3.643 -2.964 0.946
C 3.553 -3.387 -0.389
N 5.397 -0.439 2.866
H 2.457 -1.959 3.131
H 2.800 -0.235 2.913
H 3.288 -0.984 4.385
H 4.952 -2.406 3.159
H 5.418 -1.887 0.774
H 3.939 -0.900 0.632
H 3.011 -2.699 -1.039
H 3.103 -4.373 -0.506
H 4.542 -3.451 -0.842
H 5.002 0.381 2.429
H 6.205 -0.621 2.289
C 2.765 4.216 -3.507
C 3.343 5.587 -3.086
C 4.142 6.294 -4.179
O 2.231 6.356 -2.708
H 1.882 4.300 -4.140
H 2.472 3.643 -2.628
H 3.538 3.657 -4.034
H 3.929 5.540 -2.168
H 4.611 7.239 -3.906
H 3.450 6.499 -4.996
H 4.990 5.711 -4.538
H 1.871 6.708 -3.525
C -0.334 5.015 0.419
C 0.811 5.392 1.376
C 1.250 6.888 1.254
O 0.414 5.077 2.659
H -1.304 5.295 0.831
H -0.373 3.928 0.357
H -0.317 5.330 -0.624
H 1.696 4.802 1.140
H 0.455 7.500 1.681
H 1.233 7.188 0.206
H 2.231 7.106 1.677
H 1.033 5.498 3.260
C 5.953 3.379 2.426
C 4.585 3.161 1.796
C 4.408 3.901 0.471
O 4.511 1.782 1.574
H 6.145 4.440 2.589
H 6.742 2.946 1.811
H 6.047 2.885 3.393
H 3.784 3.499 2.454
H 3.407 3.776 0.058
H 5.131 3.497 -0.237
H 4.660 4.957 0.570
H 3.683 1.624 1.115
```

Summary:
* DFT total energy: -67836.9337 eV
* HOMO-LUMO gap: 9.0 eV